No. 1
The following is a quantum chemistry calculation of C29H28BeCl5N4O2SSi as an isolated structure, from the Open Molecules 2025 dataset.

Results
**LUMO level**: 2.378 eV
**2S+1**: 1
**Net charge**: -1
**Total energy**: -4495.1121 a.u.

```
71
Properties=species:S:1:pos:R:3:forces:R:3:nbo_charge:R:1
Be -0.398639 0.396220 1.317535 -0.302 0.107 -0.295 1.6481
C -0.744039 2.052120 4.499035 0.026 -0.093 -0.062 -0.6470
C -1.149239 0.639120 4.205135 -0.045 0.167 0.340 0.2853
C -1.664139 -0.192280 5.181535 -0.009 0.016 0.103 -0.3499
C -2.055939 -1.481780 4.816535 0.086 0.064 0.015 -0.1332
C -1.922239 -1.906080 3.522335 -0.124 -0.116 0.081 -0.3320
C -1.367239 -1.020080 2.573735 -0.601 -0.680 0.509 0.4446
N -1.013739 0.221020 2.956835 0.278 0.018 0.264 -0.6880
N -1.146039 -1.204780 1.281935 0.425 -0.120 -0.530 -1.2696
Si -1.047439 -2.724580 0.495335 0.089 -0.414 -0.576 1.8219
C 0.089261 -2.528680 -1.018965 -0.428 -0.160 0.516 -1.1141
C -2.810039 -3.214180 -0.100365 0.688 0.059 0.212 -1.1133
C -0.338039 -4.136580 1.569635 -0.327 0.497 -0.169 -1.1282
H -0.093739 2.092120 5.370535 0.026 0.047 0.078 0.2151
H -1.629239 2.654220 4.700035 -0.024 0.108 0.014 0.2207
H -0.221239 2.466420 3.642735 0.068 0.114 -0.063 0.2343
H -1.757439 0.144720 6.203435 0.002 0.091 0.023 0.2033
H -2.459739 -2.143280 5.572535 -0.062 -0.073 -0.017 0.2007
H -2.240739 -2.885980 3.214435 -0.028 -0.217 -0.032 0.2101
H -0.385639 -2.015680 -1.846465 -0.103 0.081 -0.113 0.2199
H 0.428761 -3.492880 -1.383565 0.048 -0.276 -0.022 0.2219
H 0.961961 -1.952880 -0.734465 0.224 0.154 0.094 0.2525
H -3.194439 -2.510180 -0.832765 -0.016 0.192 -0.147 0.2118
H -3.512839 -3.218080 0.728335 -0.096 -0.015 0.218 0.2271
H -2.818339 -4.201680 -0.552765 0.005 -0.238 -0.103 0.2190
H 0.389261 -3.716480 2.257635 0.156 0.136 0.105 0.2681
H 0.172261 -4.884180 0.968135 0.031 -0.064 -0.224 0.2267
H -1.098639 -4.649080 2.152635 -0.169 -0.080 0.089 0.2154
O 1.781961 -1.554180 2.196935 0.067 -0.338 0.262 -0.6705
C 2.012561 -0.473880 1.679135 0.336 -0.117 0.125 0.7791
O 1.153961 0.353420 1.228035 0.247 0.504 -0.388 -0.9202
C 3.450561 -0.003580 1.552435 -0.160 -0.132 0.028 -0.0232
C 4.196461 0.206420 2.705035 -0.131 -0.004 -0.058 -0.2219
C 5.513261 0.622220 2.620235 0.019 0.031 0.097 -0.2184
C 6.103961 0.814620 1.382535 0.102 0.013 0.030 -0.2318
C 5.365161 0.597020 0.231535 0.085 0.038 -0.092 -0.2150
C 4.042461 0.196820 0.312535 -0.163 0.052 0.054 -0.2225
H 3.723261 0.061820 3.665235 -0.001 -0.085 0.105 0.2162
H 6.077161 0.801020 3.524235 0.073 0.015 0.086 0.2011
H 7.135361 1.136520 1.320135 0.028 0.012 -0.032 0.2004
H 5.821961 0.753420 -0.734865 0.028 -0.004 -0.112 0.2032
H 3.458661 0.049520 -0.584365 -0.088 -0.002 -0.102 0.2246
N -1.922839 -0.008980 -1.912465 -0.178 -0.130 -0.259 -0.8123
C -0.898839 0.387320 -2.700865 0.034 0.227 0.105 0.2743
S 0.420261 1.083520 -2.004565 0.429 0.123 0.197 -0.1951
N -1.117739 0.207020 -4.038965 -0.799 -0.292 0.247 -0.6092
C -0.248439 0.246720 -5.123565 0.353 0.026 -0.286 0.2502
C 1.072361 0.680620 -5.049965 0.041 0.054 0.150 -0.2800
C 1.878861 0.624720 -6.169765 -0.036 -0.058 -0.161 -0.1871
C 1.395561 0.151120 -7.376765 0.137 0.043 -0.132 -0.2486
C 0.073461 -0.249380 -7.462065 -0.041 -0.029 -0.051 -0.2020
C -0.741439 -0.202680 -6.349365 -0.064 0.011 0.081 -0.2773
H -1.728939 -0.062880 -0.921265 -0.106 0.120 0.048 0.4454
H -2.647739 -0.612280 -2.264465 -0.026 -0.036 0.036 0.3779
H -2.029839 -0.173880 -4.265465 0.226 0.095 0.003 0.3789
H 1.454461 1.044520 -4.111765 0.012 0.002 -0.064 0.2639
H 2.902561 0.957520 -6.088265 0.116 0.023 0.001 0.2094
H 2.039661 0.096920 -8.241965 0.038 0.019 -0.083 0.2050
H -0.328039 -0.607180 -8.398765 -0.036 -0.043 -0.081 0.2061
H -1.771139 -0.528280 -6.423565 -0.092 -0.039 0.006 0.1976
Cl -3.615539 0.434520 0.846535 -0.597 -0.417 0.047 -0.0065
C -2.730739 1.907920 0.724235 0.263 0.321 -0.037 0.0229
C -1.340039 1.862920 0.748635 0.024 0.071 0.074 -0.6407
C -0.723839 3.110320 0.671035 -0.430 -0.029 -0.093 0.0301
Cl 0.988161 3.187120 0.719235 0.612 0.301 0.015 0.0273
C -1.422039 4.312020 0.570935 -0.026 -0.174 0.052 -0.1306
Cl -0.590039 5.810920 0.497735 0.129 0.332 -0.033 0.0256
C -2.810339 4.298120 0.555535 0.002 -0.121 -0.009 -0.1016
Cl -3.697039 5.768520 0.462335 -0.117 0.188 -0.032 0.0242
C -3.473439 3.080620 0.628135 0.055 0.067 -0.026 -0.1384
Cl -5.196739 3.044820 0.620035 -0.184 0.059 -0.024 0.0183
```
Positions in Å, forces in eV/Å.



No. 2
The following is a quantum chemistry calculation of C29H28Br4HfN3O2SSb as an isolated structure, from the Open Molecules 2025 dataset.

Results
**Energy above the lowest of the compared OMol25 structures with the same formula, charge and spin**: 131.07 kJ/mol
**LUMO level**: -5.976 eV
**2S+1**: 1
**Net charge**: +2
**Total energy**: -12418.6657 a.u.

```
69
Properties=species:S:1:pos:R:3:forces:R:3:nbo_charge:R:1
Hf 1.094423 -1.489150 -1.026294 -0.008 1.027 0.465 2.4304
Br -3.903146 -5.944694 0.817977 0.785 0.733 0.211 0.1283
C -2.482915 -4.619038 0.886075 -1.181 -0.790 -0.550 -0.0901
C -1.994695 -4.140081 2.068914 -0.523 -0.181 0.407 -0.1876
Br -2.692841 -4.933246 3.570601 -0.017 0.069 1.513 0.1729
C -1.019953 -3.145212 2.109176 0.373 -0.383 0.758 -0.1320
Br -0.284157 -2.498176 3.732584 -0.213 -0.090 -0.381 0.1186
C -0.483699 -2.745030 0.925650 -0.112 0.194 -0.452 0.2016
O 0.592048 -1.899676 0.847460 -0.061 0.029 -0.798 -0.8439
C -1.017434 -3.208329 -0.306715 0.932 1.006 1.067 0.2464
O -0.424357 -2.634342 -1.381478 0.284 -0.034 -0.642 -0.8241
C -1.996380 -4.137719 -0.320127 -0.581 -1.157 -0.567 -0.1868
Br -2.536887 -4.998064 -1.884358 0.207 0.485 -0.782 0.1519
C 3.878566 0.120954 0.105746 -0.248 -0.081 -1.242 -0.4371
N 3.445813 -1.314780 -0.125508 -0.192 0.181 -0.945 -0.5552
C 3.712334 -2.239760 0.996413 -0.788 -1.312 0.129 -0.4330
C 3.873825 -1.951806 -1.398979 -0.487 1.856 1.374 0.6952
N 2.830033 -2.396480 -2.012275 -1.220 0.173 -0.021 -0.9226
N 5.068385 -1.912095 -1.898439 1.990 0.551 1.065 -0.3780
C 5.363941 -1.964594 -3.309066 1.455 1.119 -0.535 -0.4248
C 6.298265 -1.724047 -1.080923 -0.021 1.577 -1.564 -0.4036
H 4.307054 0.168544 1.052133 0.822 -0.019 1.788 0.2241
H 3.108038 0.931210 0.103679 0.073 -1.190 -0.416 0.2506
H 4.669750 0.386634 -0.593512 -0.157 0.079 -0.180 0.2212
H 2.924556 -2.219544 1.748075 -0.122 0.499 -0.039 0.2528
H 4.647844 -1.989502 1.501131 0.125 -0.500 -0.278 0.2155
H 3.602999 -3.294557 0.583560 0.785 1.175 0.615 0.2311
H 3.050261 -2.862937 -2.849720 -0.105 -0.901 -1.306 0.4080
H 4.850222 -1.105200 -3.820294 0.774 -0.717 0.299 0.2323
H 5.083248 -2.873800 -3.777749 -0.322 -0.963 -0.408 0.2233
H 6.512222 -1.910870 -3.320301 -1.946 0.151 -0.737 0.2503
H 5.989862 -1.483355 -0.114629 -0.059 0.066 1.702 0.2080
H 6.946527 -0.870541 -1.459045 -1.069 -0.906 0.236 0.2346
H 6.885452 -2.609899 -1.150229 0.341 -0.771 0.237 0.2367
S 0.523389 0.937933 -1.489869 -0.371 -0.464 0.045 -0.7923
Sb -1.553375 1.662283 -0.439174 1.354 0.424 0.662 1.8090
C -0.712054 2.737867 1.220818 -1.253 -0.228 -0.584 -0.3992
C -1.284834 3.982126 1.532455 1.178 -0.235 1.044 -0.2238
C -0.862675 4.671873 2.656381 2.157 -1.293 1.338 -0.1854
C 0.178689 4.053646 3.460514 -1.515 1.786 -0.654 -0.1465
C 0.703513 2.826460 3.143201 0.242 0.238 1.205 -0.2361
C 0.191265 2.140234 2.061825 0.796 0.309 0.220 -0.1722
C -2.706413 0.120835 0.370455 1.024 0.862 0.631 -0.4293
C -3.676360 -0.542148 -0.339730 -1.231 -0.737 0.501 -0.1697
C -4.664194 -1.168851 0.420937 -0.144 -0.427 0.400 -0.2026
C -4.578357 -1.158474 1.836056 -1.693 -1.157 -0.284 -0.1719
C -3.547322 -0.614185 2.550413 1.675 1.317 -2.558 -0.1786
C -2.593374 0.094466 1.753118 -1.003 0.082 0.941 -0.2115
C -2.544340 3.090122 -1.618460 1.062 -0.707 0.246 -0.3716
C -1.837762 4.272465 -1.922073 0.449 -1.806 1.935 -0.2243
C -2.388135 5.111873 -2.831797 1.500 1.702 -0.025 -0.1829
C -3.617935 4.871323 -3.384337 -0.750 -1.088 0.179 -0.1637
C -4.328166 3.722059 -2.997211 -0.423 -0.214 -0.500 -0.1706
C -3.761823 2.743837 -2.163459 0.263 2.085 -0.787 -0.2242
H -2.020915 4.400948 0.929584 -1.217 0.647 -1.090 0.2244
H -1.181009 5.655951 2.999980 -0.354 -0.330 -0.505 0.2460
H 0.506584 4.617491 4.332129 0.099 -0.253 -0.158 0.2327
H 1.470521 2.384521 3.809653 -0.594 0.193 -0.619 0.2337
H 0.596504 1.168477 1.984026 0.079 -1.165 -0.855 0.2133
H -3.667488 -0.509681 -1.406681 -0.281 -0.179 -0.566 0.2197
H -5.555604 -1.717772 0.033511 1.062 0.700 -0.148 0.2513
H -5.454496 -1.632923 2.313075 0.774 0.253 0.109 0.2415
H -3.377810 -0.569645 3.589317 -0.445 -0.300 1.109 0.2446
H -1.918439 0.796110 2.247815 0.040 -0.622 -0.013 0.2338
H -0.908166 4.468395 -1.333179 -0.727 0.081 -0.997 0.2347
H -1.772620 5.996047 -3.045055 -0.681 -0.195 -0.301 0.2406
H -3.970939 5.560478 -4.125985 -0.520 0.102 -0.114 0.2458
H -5.333434 3.514865 -3.373781 0.387 0.267 -0.117 0.2396
H -4.251597 1.820157 -1.993985 -0.450 -0.626 0.287 0.2308
```
Positions in Å, forces in eV/Å.



No. 3
The following is a quantum chemistry calculation of C29H28CdClF5N5O2S as an isolated structure, from the Open Molecules 2025 dataset.

Results
**Energy above the lowest of the compared OMol25 structures with the same formula, charge and spin**: 21.65 kJ/mol
**LUMO level**: -2.771 eV
**2S+1**: 1
**Net charge**: +1
**Total energy**: -3071.4608 a.u.

```
72
Properties=species:S:1:pos:R:3:forces:R:3:mulliken_charge:R:1
Cd -0.926196 0.679760 -0.022567 -0.247 0.027 -0.211 2.4978
C -5.039706 0.527581 2.285273 0.177 0.138 0.087 -1.5237
C -4.060071 0.303824 1.163613 -0.635 -0.185 0.194 0.4557
O -2.969879 0.863065 1.133378 0.514 0.212 -0.210 -0.5917
N -4.482348 -0.549738 0.212573 -0.112 -0.149 -0.230 -0.0241
C -3.722638 -0.879832 -0.981425 0.335 0.059 0.070 -0.9792
C -2.745341 -2.002178 -0.706787 -0.311 -0.270 -0.311 0.9692
C -3.009753 -3.307015 -1.115865 0.104 0.209 0.115 -0.8749
C -2.134828 -4.322139 -0.761094 0.097 0.203 0.122 -0.6383
C -1.032503 -3.996208 0.013997 -0.094 0.031 -0.017 -0.6954
C -0.842120 -2.670896 0.369592 0.226 -0.304 0.160 -0.5208
N -1.659815 -1.690313 0.002148 0.105 0.448 -0.094 0.2540
H -4.664329 1.304650 2.944792 0.018 -0.020 -0.023 0.3442
H -5.161395 -0.391182 2.857245 -0.018 -0.055 0.024 0.3822
H -6.011799 0.826818 1.900053 -0.055 -0.012 -0.047 0.4181
H -5.369067 -1.013699 0.342007 0.075 0.150 0.052 0.2696
H -3.172593 0.019578 -1.292558 -0.249 -0.215 -0.123 -0.2151
H -4.420126 -1.169574 -1.769801 0.108 0.143 0.058 0.6023
H -3.889513 -3.522261 -1.700780 -0.126 0.014 -0.065 0.4792
H -2.316635 -5.343696 -1.062007 -0.011 -0.027 -0.043 0.4618
H -0.334314 -4.749543 0.341886 0.073 -0.042 0.032 0.5295
H -0.005001 -2.388247 0.994799 0.044 -0.024 -0.044 0.3889
F -2.137812 6.994681 -2.911773 0.117 -0.124 0.076 -0.2872
C -1.499760 5.971628 -2.345191 0.215 -0.216 0.119 0.6569
C -2.210856 4.868226 -1.891921 -0.014 -0.051 0.000 -0.2298
F -3.540231 4.813485 -2.026240 0.120 0.088 -0.006 -0.3017
C -1.540327 3.803855 -1.310608 0.403 0.011 -0.008 -0.6169
F -2.287179 2.728529 -0.901380 0.117 0.421 -0.201 -0.0729
C -0.150984 3.774457 -1.157169 -0.498 0.661 -0.439 0.6385
S 0.742422 2.466132 -0.476518 0.335 -0.449 0.364 -0.4795
C 0.540646 4.911054 -1.616301 -0.335 -0.250 0.066 0.2358
F 1.869202 4.942725 -1.487937 -0.172 0.130 -0.105 -0.3139
C -0.108885 5.985962 -2.203851 -0.269 -0.078 0.019 0.2048
F 0.583093 7.033055 -2.645602 -0.061 -0.089 0.065 -0.2748
Cl 0.848082 -2.900582 -4.533623 0.063 -0.124 -0.016 -0.2068
C 0.136603 -1.378396 -4.176939 -0.172 0.381 0.107 -0.0574
C -0.192080 -0.479956 -5.184836 0.024 -0.100 0.273 -0.2587
C -0.756259 0.728807 -4.816254 0.027 -0.114 0.211 -0.8616
C -0.981308 0.986411 -3.472139 -0.070 0.232 -0.178 -0.2014
N -0.684885 0.117719 -2.507805 -0.217 -0.117 0.166 0.3062
C -0.127413 -1.035925 -2.855275 0.124 -0.278 -0.240 -0.4725
H -0.012895 -0.720210 -6.219921 0.060 -0.067 -0.114 0.4783
H -1.024047 1.460361 -5.560994 -0.024 0.094 -0.047 0.4617
H -1.413037 1.929243 -3.165373 -0.022 0.016 0.045 0.2558
H 0.123581 -1.723564 -2.059145 0.014 -0.112 0.012 0.4265
C 3.687967 -1.365492 -0.215559 0.136 0.282 0.172 -1.0468
C 4.073815 -0.448290 0.947416 -0.108 0.051 -0.338 -0.9007
N 4.106020 -1.136692 2.221805 0.172 0.021 -0.003 0.1736
C 5.179336 -2.098596 2.447426 0.009 -0.272 0.208 -0.8330
C 4.664938 -3.530466 2.364110 0.099 0.211 0.077 -1.0696
C 3.325791 -0.872095 3.288742 -0.131 0.124 -0.119 0.3803
O 3.512795 -1.369361 4.384491 0.011 -0.054 0.279 -0.6294
C 2.135268 0.026876 3.123833 -0.257 0.053 0.095 -0.0588
C 1.838729 0.938795 4.135768 -0.137 -0.157 -0.367 -0.4858
C 0.648825 1.641623 4.066413 0.073 -0.060 -0.088 -0.9060
C -0.209354 1.410737 3.003064 -0.141 0.127 0.160 -0.2947
N 0.063108 0.532367 2.041166 0.037 -0.244 0.260 -0.1035
C 1.208789 -0.140610 2.107356 0.297 -0.020 0.185 0.1956
H 3.585383 -0.774185 -1.121306 0.003 0.039 -0.155 0.4233
H 2.746952 -1.878385 -0.025871 -0.109 -0.091 0.028 0.1520
H 4.456027 -2.115234 -0.383644 0.027 -0.122 -0.047 0.4082
H 3.384997 0.396804 1.007225 0.184 -0.053 0.001 0.5573
H 5.073549 -0.044584 0.752445 -0.124 0.077 0.048 0.3866
H 5.571439 -1.922337 3.452550 0.082 0.006 -0.188 0.4424
H 5.969890 -1.916224 1.718901 -0.043 0.056 -0.009 0.4066
H 3.896610 -3.678055 3.118771 -0.047 -0.071 0.056 0.3082
H 5.476028 -4.223917 2.556460 0.099 -0.180 0.025 0.3893
H 4.247098 -3.743605 1.384891 -0.040 -0.062 -0.146 0.2611
H 2.532080 1.067967 4.952031 0.036 -0.008 0.104 0.5429
H 0.388326 2.354998 4.829529 -0.086 0.114 0.066 0.4471
H -1.154951 1.931329 2.911879 0.036 0.049 0.018 0.4653
H 1.384848 -0.849816 1.308431 0.140 -0.011 0.014 0.3700
```
Positions in Å, forces in eV/Å.